# 1
The following is a quantum chemistry calculation of a cluster of 8 separate species, C5H25NO8 in total in a non-equilibrium geometry, from the OMol25 dataset.

Its strongest force on any atom is 3.19 eV/Å. The total energy comes out at -862.12525 Eh. Its energy relative to the best compared isomer or geometry (same formula, charge and spin) is 68.1 kcal/mol. Its orbital gap is 9.953 eV. For the HOMO energy, the calculation gives -9.64 eV. Its SMILES is C[C@@H](N)CCC=O.O.O.O.O.O.O.O.

Element x y z (Å)
H (-1.76593, -4.15618, 0.38571)
H (-0.22559, 0.74649, 1.78917)
H (3.08656, -1.20349, 0.50915)
H (0.74907, -1.40145, -0.12779)
O (1.45779, 3.32519, -1.24167)
H (0.36644, 0.73934, -2.57286)
C (0.51706, -0.34599, 0.07032)
O (-1.41473, -3.54469, -0.26863)
H (-0.40829, 2.98768, 1.43304)
H (-1.77091, -1.66501, -0.70804)
H (1.37122, -3.39354, -1.49649)
H (-3.77528, 0.43541, 2.75870)
H (0.69029, 3.61488, 0.47220)
H (1.40679, 0.25715, -0.13112)
H (-0.57058, -3.92003, -0.64793)
N (-1.89419, -0.61990, -0.61858)
O (0.38787, 3.49227, 1.38342)
H (0.41406, -1.08230, -2.59336)
O (1.64325, -3.66297, -0.61897)
H (2.22627, 2.86570, -1.54022)
O (2.12188, -1.33188, 1.96859)
H (-0.65579, 1.06803, -0.67089)
C (1.17995, -0.73907, 2.42026)
H (-2.60464, -0.50845, -1.37147)
H (0.91809, -0.78138, 3.51371)
C (0.02234, -0.30444, 1.52834)
H (-2.52700, 3.22329, 0.13233)
H (-0.95656, -0.82086, 1.73224)
C (-0.18447, -0.21652, -2.37113)
O (-1.83326, 3.16445, -0.51722)
H (4.17365, -0.26044, 0.42466)
H (-1.62106, 2.21257, -0.48203)
H (2.30156, -2.92180, -0.56557)
H (1.15780, 4.04597, -1.78568)
C (-0.61806, 0.01713, -0.93633)
O (-3.42698, 1.13070, 2.19039)
O (3.78727, -0.95889, -0.13284)
H (-1.04541, -0.21267, -3.06896)
H (-2.68045, 0.72570, 1.75556)

These are the Löwdin partial charges, in e, on atoms 1 to 4:
1. H 0.0493
2. H 0.1049
3. H -0.0279
4. H 0.0860


# 2
The following is a quantum chemistry calculation of the molecule C5H8S in a non-equilibrium geometry, from the OMol25 dataset.

Its strongest force on any atom is 2.09 eV/Å. The total energy comes out at -593.45443 Eh. Its energy relative to the best compared isomer or geometry (same formula, charge and spin) is 21.2 kcal/mol. Its orbital gap is 9.271 eV. For the HOMO energy, the calculation gives -8.23 eV. Its SMILES is C1C[C@@H]2C[C@@H]2S1.

Element x y z (Å)
H (0.53476, -1.08623, 1.74910)
C (-0.03660, -0.69370, 0.89174)
H (-0.27344, 2.59533, 0.05721)
S (-0.10520, -0.72213, -1.79250)
H (-0.82745, -2.41500, -0.25004)
C (-0.59720, 1.58959, -0.09461)
H (1.27199, 0.99117, 1.13642)
H (1.03417, 1.48077, -1.63284)
C (-0.00818, -1.69170, -0.27882)
H (-1.62537, 1.23399, -0.14021)
H (-1.03949, -0.52439, 1.24058)
C (0.46035, 0.70378, 0.46826)
C (0.35067, 0.82859, -1.04260)
H (0.86099, -2.29008, -0.31167)

These are the Löwdin partial charges, in e, on atoms 1 to 4:
1. H 0.1118
2. C -0.2126
3. H 0.0935
4. S 0.8684


# 3
The following is a quantum chemistry calculation of a structure of composition C38H50IN9O3SSbY, from the OMol25 dataset.

Its strongest force on any atom is 0.27 eV/Å. The total energy comes out at -3170.72418 Eh. Its net charge is +2. Its energy relative to the best compared isomer or geometry (same formula, charge and spin) is 4.3 kcal/mol. Its orbital gap is 6.891 eV. For the HOMO energy, the calculation gives -12.64 eV.

Element x y z (Å)
H (-2.93428, 3.75205, 4.16532)
C (-3.20212, 1.64841, 2.70774)
H (-5.91289, 1.68094, 4.37256)
C (2.31405, -4.78844, 1.01100)
H (-1.16260, 0.11005, 3.18067)
C (0.04180, 1.07042, -5.52338)
Sb (-0.17537, 3.07545, -0.25809)
C (0.05790, -5.16473, 0.26671)
C (-1.73400, -2.10328, 1.35281)
H (-6.19799, 2.93508, 2.28341)
N (1.38612, -2.16496, -1.46801)
C (-1.33995, -4.02897, 4.41894)
H (0.88013, 4.22979, -2.48233)
C (-0.97677, 1.11556, 3.54488)
N (1.56688, -1.09296, 1.99451)
H (-2.95240, -3.23697, 2.49353)
N (-0.56968, -1.55438, 1.11860)
H (3.15813, -5.07157, 1.62514)
Y (-0.02833, -0.21658, -0.92869)
H (-1.67347, 3.80837, 1.85512)
C (4.54529, -2.26831, -4.19642)
N (-4.42836, 2.12231, 2.98596)
C (2.87694, 0.11047, 0.64840)
C (2.31945, 1.76073, -2.50774)
H (-5.12141, 1.42281, -2.98043)
N (-2.01782, -2.86888, 2.39608)
C (3.35043, -1.38877, -4.47914)
H (-4.27995, 1.67921, 5.03789)
H (-5.92625, 1.25472, 1.76991)
H (-2.32039, 2.79745, 5.53078)
H (5.61361, 2.44451, -2.26007)
O (5.61475, -1.86950, -5.02099)
C (-0.34901, -4.29395, 5.34193)
C (-3.13600, 1.32334, -2.18986)
H (2.43052, 3.63826, 0.13579)
C (3.15613, 0.86761, -0.56903)
H (1.45703, 1.91736, -3.14190)
H (-0.88815, 4.32854, -2.55978)
H (1.06209, -6.38668, 1.70953)
C (1.56215, 3.75117, 0.78543)
H (4.27092, -3.31500, -4.38379)
H (-0.85148, -5.75010, 0.28247)
H (3.32107, -3.09945, 0.13434)
H (2.15740, -2.40210, 4.05356)
H (1.45113, 4.80384, 1.04057)
C (1.20828, 0.21280, -5.13255)
N (-2.22859, 1.84460, 3.63027)
H (4.82857, -2.18600, -3.13836)
H (-0.53451, 1.06112, 4.53949)
H (4.15684, -0.56386, -6.27647)
N (2.11403, 1.04968, -1.40009)
C (-0.02243, 4.42604, -1.90647)
H (0.01997, 5.44441, -1.52337)
H (1.67999, -3.92877, 5.94909)
C (0.19561, -2.57929, 3.22244)
C (3.31685, -0.58893, -5.59868)
S (-2.89689, 0.83106, 1.24671)
H (-1.38513, 5.22404, 0.81778)
C (1.33549, -3.31187, -0.62000)
H (-0.86752, 0.47158, -5.61042)
O (-2.05898, 0.36582, -2.02789)
C (-1.05624, -3.16979, 3.36392)
C (2.41232, -3.68844, 0.17200)
H (3.66486, -0.08877, 1.37080)
H (-1.70774, 0.13970, -2.90970)
H (-1.19876, 3.50062, 4.35972)
H (-4.06599, 0.31875, -3.86077)
C (1.18566, -2.86056, 4.16781)
H (-2.61966, 4.01702, 0.37567)
C (4.63167, 2.06373, -2.01454)
O (0.14696, -0.32320, -3.09309)
C (0.43088, -1.69999, 2.07801)
C (0.16446, -4.06094, -0.56178)
C (1.13999, -5.52425, 1.06165)
H (-3.37944, 1.66359, -1.18643)
H (-2.75286, 2.16929, -2.76700)
H (6.27876, -2.56435, -5.04502)
H (-0.15538, 1.84764, -4.77773)
C (0.91417, -3.71040, 5.21817)
H (-4.70775, -0.14409, -2.27281)
N (2.26106, 0.17897, -5.91847)
H (-2.32044, -4.47940, 4.51000)
C (-4.94901, 2.18954, 4.35134)
H (2.79183, -3.15509, -2.55350)
H (3.66513, 2.83015, -3.78362)
N (1.69812, -0.34116, 0.84588)
C (-5.44829, 2.21994, 1.95012)
H (-2.54393, -1.94402, 0.65533)
C (2.24478, -1.34386, -3.60352)
H (-0.55595, -4.96059, 6.16781)
H (0.24671, 1.54195, -6.48043)
H (1.72444, 3.17675, 1.69677)
H (-0.26297, 1.60394, 2.86969)
C (-1.64122, 4.16573, 0.82936)
C (-2.17966, 3.03542, 4.47586)
C (4.42438, 1.35430, -0.83911)
H (-5.09684, 3.21691, 4.68555)
C (1.16592, -0.50407, -3.91010)
C (2.16999, -2.25969, -2.48459)
H (5.23090, 1.17813, -0.14032)
I (-1.44953, -3.47981, -1.76225)
H (-5.00913, 2.56880, 1.02011)
C (3.55705, 2.28020, -2.85954)
C (-4.32605, 0.68610, -2.86668)

These are the Löwdin partial charges, in e, on atoms 1 to 4:
1. H 0.0906
2. C -0.7334
3. H 0.1008
4. C -0.0540


# 4
The following is a quantum chemistry calculation of the ion C4H4N3O3 with charge -1 in a non-equilibrium geometry, from the OMol25 dataset.

Its strongest force on any atom is 6.30 eV/Å. The total energy comes out at -544.81844 Eh. Its net charge is -1. Its energy relative to the best compared isomer or geometry (same formula, charge and spin) is 88.2 kcal/mol. Its orbital gap is 7.669 eV. For the HOMO energy, the calculation gives -3.93 eV. Its SMILES is [H]/N=c1\[nH][nH]c([O-])c1C(=O)O.

Element x y z (Å)
C (-0.82868, -0.52248, -0.10268)
N (-1.38168, -1.64112, 0.00626)
O (1.44719, -2.19625, 0.03256)
H (-1.20771, 2.48212, -0.33231)
C (0.91155, 0.07326, -0.03930)
O (1.56047, 2.38784, -0.08797)
C (0.69563, 1.50414, -0.06401)
N (-0.66629, 1.79901, 0.15940)
C (1.93433, -0.88849, -0.05546)
O (3.12782, -0.69612, -0.00889)
H (0.52510, -2.09056, -0.23170)
H (-2.34225, -1.67691, 0.22300)
H (-2.26848, 0.79232, 0.55053)
N (-1.50700, 0.67322, -0.04944)

These are the Löwdin partial charges, in e, on atoms 1 to 4:
1. C -0.3262
2. N 0.0707
3. O 0.0223
4. H 0.1142


# 5
The following is a quantum chemistry calculation of a structure of composition C18H19MgN3OS in a non-equilibrium geometry, from the OMol25 dataset.

Its strongest force on any atom is 1.37 eV/Å. The total energy comes out at -1534.51129 Eh. Its net charge is +2. Its orbital gap is 7.064 eV. For the HOMO energy, the calculation gives -15.52 eV.

Element x y z (Å)
O (-2.13555, 1.38011, -2.65193)
C (3.52373, -0.81311, 0.10825)
H (-1.54442, -1.72683, -0.18111)
C (-1.75853, 0.60645, -1.82986)
H (3.08965, -4.11131, -0.19580)
C (3.99570, -2.14966, -0.50123)
H (2.77917, 0.68770, 2.09415)
C (-2.83410, -0.25920, -1.12616)
H (-5.74557, -2.29725, 0.39710)
H (-3.44794, -2.99207, 0.79885)
H (-4.36347, 1.02062, -1.91467)
C (-5.21200, -0.58396, -0.77310)
H (3.56861, -2.25295, -1.49486)
C (-2.56392, -1.39860, -0.33696)
C (1.94232, 1.14194, 1.59564)
H (0.07900, -0.47554, -1.57978)
C (-0.19921, 2.42313, 0.33876)
C (1.45624, 2.33169, 2.12972)
S (1.00576, 4.30543, 3.33293)
C (0.39071, 2.97602, 1.49415)
N (0.03469, 4.12809, 2.09571)
H (2.89406, -3.03438, 1.16012)
H (4.05764, 0.00216, -0.37085)
H (-1.53688, 3.97565, 0.27628)
C (1.40012, 0.59670, 0.46107)
C (-4.93874, -1.71697, -0.01557)
C (0.28176, 1.21860, -0.20634)
H (4.46344, -3.75078, 0.88802)
H (5.07329, -2.12596, -0.59587)
H (1.49651, -1.55991, 0.20909)
C (-0.24593, 0.55570, -1.51449)
H (-1.14044, 3.35210, -1.23037)
H (0.21848, 1.08206, -2.34275)
N (-1.30024, 3.14147, -0.25074)
Mg (-1.98772, 1.06090, 0.36015)
C (3.59310, -3.34853, 0.38683)
N (1.90699, 2.98697, 3.20822)
C (2.02687, -0.66600, -0.11405)
C (-4.16319, 0.14350, -1.31927)
H (-6.21904, -0.25854, -0.96555)
C (-3.62144, -2.10653, 0.20944)
H (3.77426, -0.87033, 1.16153)
H (1.90624, -0.61862, -1.19469)

These are the Löwdin partial charges, in e, on atoms 1 to 4:
1. O 0.1721
2. C -0.2040
3. H 0.1325
4. C -0.4017


# 6
The following is a quantum chemistry calculation of a cluster of 2 separate species, C4H10ClN3 in total in a non-equilibrium geometry, from the OMol25 dataset.

Its strongest force on any atom is 3.10 eV/Å. The total energy comes out at -782.63403 Eh. Its energy relative to the best compared isomer or geometry (same formula, charge and spin) is 142.6 kcal/mol. Its orbital gap (alpha / beta) is 9.089 / 6.262 eV. For the HOMO energy (alpha / beta), the calculation gives -8.22 / -6.39 eV.

Element x y z (Å)
C (1.19132, -2.60189, 0.57671)
N (-1.19848, 2.29481, -0.02254)
C (0.07703, -2.25116, -0.43823)
H (0.24515, 3.69600, -0.37681)
Cl (-1.59056, -0.58034, 0.86786)
N (-0.58663, 3.21006, -0.84370)
C (-0.24657, -0.80300, -0.27661)
C (0.06516, 0.23231, -0.99712)
H (-0.98579, 3.32741, -1.76882)
H (-0.93876, 1.45047, 1.67280)
H (0.76270, -2.04420, 1.42278)
N (-0.74910, 2.31237, 1.21590)
H (0.37859, -2.49173, -1.53415)
H (0.10485, 2.77176, 1.60966)
H (0.73095, 0.17859, -1.81768)
H (-0.82035, -2.80102, -0.15760)
H (1.40941, -3.65723, 0.64602)
H (2.15108, -2.24321, 0.22154)

These are the Löwdin partial charges, in e, on atoms 1 to 4:
1. C -0.1080
2. N -0.1493
3. C -0.3127
4. H 0.1206